(1)
Computed, not measured: C5H2F6OS as an isolated structure, with ωB97M-V/def2-TZVPD.

- Orbital gap: 10.390 eV
- E_HOMO: -9.9 eV
- 2S+1: 1

Last column: Mulliken charge in e.
CARTESIAN COORDINATES (ANGSTROEM)
C -1.71681 -0.61161 -0.74902  -0.253
C -1.34723 0.60227 -0.64186  0.270
C 0.53434 1.03004 0.04688  0.236
C 1.23657 -0.34099 -0.17470  0.657
C 0.22534 -1.45296 0.34552  0.609
O -0.83941 -1.65847 -0.48394  -0.319
F -1.97672 1.74398 -0.66954  -0.225
F 1.02430 1.88520 -0.84688  -0.246
F 1.39289 -0.52710 -1.54618  -0.284
F 2.47536 -0.41327 0.32107  -0.302
F -0.12232 -1.17717 1.70450  -0.300
F 0.74458 -2.70114 0.38852  -0.276
S 0.37529 1.64185 1.71346  -0.168
H -2.74499 -0.94392 -0.75528  0.421
H 0.73881 2.92329 1.34745  0.181

Forces on atoms 1 to 3 (eV/Å):
C -1.181 -2.181 0.836
C 5.412 3.289 1.982
C -3.140 -1.995 -1.916

(2)
Computed, not measured: a 21-piece molecular cluster, C11H53N3O21S overall, with ωB97M-V/def2-TZVPD.

- Orbital gap: 7.685 eV
- E_HOMO: -8.5 eV
- 2S+1: 1

Last column: Mulliken charge in e.
CARTESIAN COORDINATES (ANGSTROEM)
N -2.80662 3.10718 -1.49983  -0.346
N -3.20922 2.15860 -2.36362  -0.783
O -1.12452 -0.32537 -3.36776  -0.530
S 0.05133 0.78810 1.16935  -0.181
C -1.85938 2.62031 -0.68774  0.036
C -2.40303 1.14685 -2.11097  0.650
C -0.71590 0.46032 -0.40050  0.247
C 0.90406 -0.72392 1.09742  1.164
C 0.74784 -1.37159 -0.08131  -1.194
C -0.22706 -0.69175 -1.00006  0.887
N -1.59567 1.29881 -1.01015  0.598
C -1.28697 3.63188 0.28351  -1.340
C 1.76273 -1.27473 2.24672  -1.548
C 1.39831 -2.70085 -0.48680  -1.231
C -2.44633 -0.07666 -2.85468  -0.217
C -0.34787 -1.09291 -2.48660  -0.913
H -1.39749 4.66123 -0.16854  0.299
H -0.19926 3.61222 0.36992  0.483
H -1.75496 3.62250 1.23317  0.180
H 1.36710 -0.77256 3.12304  0.520
H 2.77941 -1.01520 2.17763  0.482
H 1.71113 -2.35982 2.31227  0.479
H 2.18699 -2.66478 -1.25056  0.329
H 1.88054 -3.22227 0.35826  0.305
H 0.64680 -3.39482 -0.79204  0.303
H -2.80951 -0.90301 -2.21113  -0.028
H -3.17876 0.04220 -3.66371  0.352
H -0.67228 -2.08868 -2.65066  0.650
H 0.70031 -0.94304 -2.84257  0.189
O -5.39011 -2.01178 -3.96297  -0.651
H -5.38365 -1.00302 -4.04131  0.319
H -5.03866 -2.25899 -3.04692  0.386
O 4.65768 0.24928 4.09851  -0.661
H 5.45991 0.83171 3.89610  0.312
H 4.91640 -0.71389 3.92783  0.321
O 5.05175 -2.18530 2.87321  -0.744
H 4.29027 -2.63407 3.36568  0.330
H 5.06932 -2.54302 1.92691  0.399
O 5.08087 -3.25551 0.49050  -0.657
H 5.88178 -3.84562 0.30587  0.296
H 4.35212 -3.49813 -0.16815  0.320
O 2.36321 0.73952 5.22006  -0.633
H 2.32079 1.62170 5.71374  0.289
H 3.24899 0.69309 4.73322  0.403
O -4.62223 2.78327 1.69710  -0.678
H -3.97064 3.52584 1.91571  0.306
H -5.00236 2.95859 0.77594  0.404
O 2.80786 -5.92911 -0.47023  -0.696
H 3.43288 -5.90178 -1.26544  0.347
H 3.10738 -6.67820 0.14044  0.301
O 2.70059 -3.29433 4.52407  -0.619
H 1.74566 -3.28354 4.85836  0.303
H 3.13742 -4.14848 4.84559  0.278
O 0.93253 6.68040 -1.30944  -0.655
H 1.49581 7.22849 -1.94668  0.298
H 0.75691 5.78081 -1.73800  0.365
O 0.46572 -5.97132 -1.77214  -0.728
H 1.29781 -5.81003 -1.21955  0.388
H -0.18857 -6.49984 -1.20970  0.318
O -5.58168 3.45154 -0.80642  -0.759
H -4.91115 3.11526 -1.48543  0.508
H -6.49151 3.08408 -1.05327  0.318
O -2.68640 -2.11588 0.50836  -0.787
H -2.96640 -1.17258 0.74405  0.328
H -1.69346 -2.20269 0.68244  0.305
O -1.25725 2.90824 4.05224  -0.585
H -0.44368 2.99488 4.64752  0.270
H -1.59721 3.83860 3.84578  0.396
O -1.45050 5.78692 3.57802  -0.648
H -1.30672 6.69101 3.14708  0.302
H -1.19444 5.85882 4.55425  0.300
O -3.75056 4.40192 -4.07948  -0.680
H -3.22139 4.22074 -4.92264  0.299
H -3.37990 3.81578 -3.34272  0.571
O -0.04824 -4.08478 -3.96017  -0.653
H 0.22000 -4.67254 -3.18149  0.374
H -0.86988 -4.48833 -4.39124  0.300
O -4.58929 -2.82400 -1.25651  -0.673
H -5.00306 -3.69895 -0.96153  0.279
H -3.87920 -2.56817 -0.58267  0.451
O 3.20707 2.13978 2.03986  -0.608
H 2.26934 2.46522 2.23613  0.292
H 3.60403 1.78488 2.90023  0.313
O -0.01504 4.41131 -3.08518  -0.665
H 0.15992 3.68350 -2.40441  0.338
H 0.19581 4.04154 -4.00310  0.310
O 4.26929 -1.62849 -3.06612  -0.641
H 4.14098 -0.64957 -3.28752  0.327
H 5.19171 -1.74293 -2.66636  0.316

Forces on atoms 1 to 3 (eV/Å):
N 1.059 0.339 1.893
N 2.224 -1.412 0.668
O -0.897 0.754 0.272

(3)
Computed, not measured: a 2-piece molecular cluster, C2H7BrN overall, with ωB97M-V/def2-TZVPD.

- Orbital gap: 10.863 eV
- Net charge: +1
- E_HOMO: -15.1 eV
- Energy above the lowest of the compared OMol25 structures with the same formula, charge and spin: 239.2 kJ/mol
- 2S+1: 1

Last column: Mulliken charge in e.
CARTESIAN COORDINATES (ANGSTROEM)
C -0.13802 1.15290 0.43030  -0.839
C 0.55180 -1.02665 -0.24572  -0.544
N -0.56998 0.00041 -0.38859  -0.148
Br -0.14072 -2.67895 -0.86282  0.002
H 0.03742 0.88856 1.56843  0.315
H 0.75350 1.63960 -0.03243  0.378
H -0.70302 2.03048 0.36567  0.365
H 1.33982 -0.80387 -0.80259  0.428
H 1.04524 -1.01815 1.27899  0.355
H -0.81865 0.37905 -1.29697  0.292
H -1.35738 -0.56338 -0.01427  0.396

Forces on atoms 1 to 3 (eV/Å):
C 1.952 0.691 2.364
C -2.345 -1.239 5.037
N 0.881 -0.573 2.273